# 1
The following is a DFT calculation (ωB97M-V with the def2-TZVPD basis set) of 8 unconnected molecules or ions with the total composition C31H46Cl15F5N2O2S at a distorted geometry.

Properties
highest occupied orbital energy	-8.92	eV
LUMO energy	-0.216	eV
structure (SMILES)	O=S(=O)(Cl)CCCCc1cnc2c(CCCF)cc(C(F)(F)C(F)F)cc2n1.ClCCCl.ClCCCl.ClCCCl.ClCCCl.ClCCCl.ClCCCl.ClCCCl
max |F|	0.0268	Eh/bohr
E	-9269.263964	a.u.
net charge	0

Cartesian coordinates (Å):
O: -1.671 -0.914 3.433
S: -2.604 -0.364 4.365
O: -2.209 0.796 5.101
Cl: -4.325 0.093 3.361
C: -3.121 -1.608 5.542
C: -3.988 -2.720 4.954
C: -3.229 -3.654 3.979
C: -3.877 -3.744 2.582
C: -2.946 -3.352 1.465
C: -3.489 -2.748 0.294
N: -2.779 -2.350 -0.718
C: -1.434 -2.573 -0.602
C: -0.568 -2.164 -1.649
C: -1.110 -1.478 -2.887
C: -0.766 0.030 -2.880
C: -0.814 0.624 -1.480
F: -0.891 2.026 -1.604
C: 0.780 -2.362 -1.530
C: 1.330 -2.960 -0.375
C: 2.812 -3.168 -0.185
F: 3.172 -2.608 1.023
F: 3.115 -4.491 -0.086
C: 3.764 -2.532 -1.206
F: 3.423 -1.237 -1.428
F: 3.746 -3.226 -2.373
C: 0.502 -3.358 0.637
C: -0.886 -3.170 0.546
N: -1.672 -3.578 1.588
H: -2.179 -2.020 5.903
H: -3.634 -1.065 6.331
H: -4.316 -3.309 5.812
H: -4.885 -2.298 4.507
H: -3.214 -4.650 4.415
H: -2.198 -3.322 3.895
H: -4.771 -3.121 2.553
H: -4.222 -4.766 2.411
H: -4.563 -2.595 0.245
H: -2.182 -1.623 -2.964
H: -0.597 -1.946 -3.727
H: -1.478 0.596 -3.472
H: 0.259 0.149 -3.231
H: -1.702 0.315 -0.928
H: 0.095 0.430 -0.912
H: 1.426 -2.051 -2.338
H: 4.781 -2.552 -0.806
H: 0.920 -3.801 1.531
Cl: 0.746 6.761 -0.878
C: 0.425 5.208 -0.054
C: 1.541 4.821 0.878
Cl: 3.039 4.400 -0.002
H: 0.261 4.452 -0.818
H: -0.496 5.334 0.514
H: 1.252 3.939 1.448
H: 1.772 5.620 1.571
Cl: -3.380 -0.109 -4.964
C: -4.208 1.467 -4.873
C: -4.974 1.789 -6.129
Cl: -3.898 2.085 -7.520
H: -3.456 2.221 -4.660
H: -4.894 1.414 -4.029
H: -5.555 2.697 -5.976
H: -5.649 0.981 -6.400
Cl: 6.409 -3.073 0.924
C: 5.972 -3.913 2.436
C: 7.183 -4.259 3.261
Cl: 8.186 -5.520 2.491
H: 5.398 -4.796 2.170
H: 5.328 -3.236 2.996
H: 6.866 -4.649 4.226
H: 7.810 -3.386 3.430
Cl: 0.195 9.089 2.239
C: 0.777 8.926 3.913
C: 1.750 7.785 4.059
Cl: 0.959 6.202 3.834
H: -0.088 8.792 4.558
H: 1.270 9.860 4.177
H: 2.176 7.788 5.061
H: 2.559 7.858 3.337
Cl: 7.576 -1.474 4.815
C: 8.312 -0.694 6.241
C: 9.355 -1.571 6.883
Cl: 8.639 -3.018 7.640
H: 7.514 -0.449 6.936
H: 8.771 0.231 5.897
H: 9.863 -1.017 7.669
H: 10.092 -1.907 6.157
Cl: -4.819 -3.443 -4.432
C: -5.206 -4.042 -6.063
C: -5.094 -2.958 -7.105
Cl: -6.372 -1.727 -6.920
H: -6.208 -4.463 -6.040
H: -4.497 -4.839 -6.284
H: -5.215 -3.390 -8.097
H: -4.133 -2.452 -7.055
Cl: -2.669 4.669 -4.902
C: -1.532 5.856 -5.592
C: -1.354 5.668 -7.076
Cl: -0.500 4.153 -7.463
H: -0.590 5.761 -5.060
H: -1.945 6.844 -5.392
H: -0.754 6.484 -7.475
H: -2.312 5.651 -7.591

Atoms 1-3, force components in eV/Å:
-0.5 -0.2 -0.3
1.2 0.3 0.6
-0.4 0.0 -0.1

# 2
The following is a DFT calculation (ωB97M-V with the def2-TZVPD basis set) of 20 unconnected molecules or ions with the total composition C37H111FN2O22S2 at a distorted geometry.

Properties
highest occupied orbital energy	-7.79	eV
LUMO energy	0.245	eV
max |F|	0.0294	Eh/bohr
E	-4136.895620	a.u.
net charge	0

Cartesian coordinates (Å):
C: -1.401 -2.434 1.181
C: -0.441 -1.586 0.320
N: -0.356 -2.040 -1.082
C: 0.969 -1.786 -1.666
C: 1.369 -0.320 -1.741
C: -1.399 -1.678 -1.907
S: -1.400 -1.943 -3.535
S: -2.794 -0.923 -1.107
C: -3.806 -0.283 -2.451
C: -5.240 -0.089 -1.930
C: -5.638 1.358 -1.619
N: -4.663 2.141 -0.829
C: -5.093 2.379 0.556
C: -5.059 1.118 1.395
F: -3.737 0.690 1.532
C: -4.202 3.245 -1.520
O: -3.907 3.234 -2.692
O: -4.086 4.435 -0.798
O: -2.902 4.418 0.024
C: -1.814 4.906 -0.772
C: -0.840 3.857 -1.341
C: -0.995 2.409 -0.825
C: 0.626 4.312 -1.271
C: 1.290 4.603 0.109
C: 0.477 4.340 1.379
C: 2.581 3.755 0.219
H: -1.805 -3.259 0.598
H: -2.249 -1.815 1.482
H: -0.921 -2.772 2.096
H: -0.659 -0.520 0.406
H: 0.561 -1.718 0.736
H: 1.690 -2.292 -1.016
H: 1.066 -2.237 -2.648
H: 2.386 -0.264 -2.134
H: 0.738 0.258 -2.417
H: 1.403 0.143 -0.755
H: -3.364 0.659 -2.779
H: -3.828 -0.976 -3.285
H: -5.350 -0.665 -1.006
H: -5.950 -0.499 -2.648
H: -6.569 1.326 -1.047
H: -5.851 1.861 -2.562
H: -4.461 3.106 1.054
H: -6.121 2.763 0.595
H: -5.661 0.322 0.949
H: -5.433 1.320 2.396
H: -2.265 5.459 -1.597
H: -1.299 5.652 -0.168
H: -1.064 3.800 -2.410
H: -1.872 2.225 -0.210
H: -1.058 1.724 -1.674
H: -0.118 2.100 -0.258
H: 0.705 5.218 -1.885
H: 1.205 3.560 -1.808
H: 1.622 5.643 0.137
H: 1.117 4.557 2.235
H: 0.171 3.298 1.486
H: -0.416 4.954 1.496
H: 3.039 3.586 -0.754
H: 3.340 4.237 0.835
H: 2.347 2.787 0.668
C: -8.343 -0.196 4.234
O: -7.513 0.291 3.176
H: -7.954 0.189 5.169
H: -9.373 0.148 4.107
H: -8.323 -1.287 4.271
H: -7.862 -0.058 2.351
C: 5.989 3.930 -2.071
O: 5.563 3.158 -0.959
H: 5.345 4.805 -2.137
H: 7.025 4.257 -1.951
H: 5.903 3.349 -2.997
H: 6.135 2.383 -0.905
C: 2.522 4.628 5.016
O: 2.621 5.059 3.657
H: 1.563 4.126 5.127
H: 3.322 3.932 5.257
H: 2.556 5.485 5.695
H: 3.468 5.500 3.551
C: 3.274 0.917 5.753
O: 4.206 1.859 5.240
H: 2.277 1.338 5.627
H: 3.340 -0.024 5.205
H: 3.460 0.732 6.812
H: 5.079 1.473 5.356
C: 2.487 -5.479 -1.522
O: 2.797 -4.688 -0.373
H: 3.409 -5.935 -1.875
H: 1.783 -6.274 -1.264
H: 2.067 -4.865 -2.317
H: 1.976 -4.293 -0.067
C: 7.612 -0.673 -0.209
O: 7.759 0.638 -0.751
H: 6.660 -1.066 -0.553
H: 8.413 -1.330 -0.556
H: 7.611 -0.648 0.883
H: 8.600 0.988 -0.449
C: 3.343 3.391 -5.511
O: 2.867 3.457 -4.168
H: 2.481 3.580 -6.146
H: 4.106 4.145 -5.716
H: 3.743 2.402 -5.741
H: 3.605 3.287 -3.574
C: 1.076 -6.027 -5.460
O: 2.096 -6.229 -4.484
H: 0.292 -6.754 -5.260
H: 0.655 -5.021 -5.380
H: 1.455 -6.184 -6.473
H: 2.792 -5.582 -4.664
C: -0.943 -7.525 -1.266
O: -0.796 -7.190 -2.637
H: -1.995 -7.738 -1.092
H: -0.356 -8.411 -1.007
H: -0.642 -6.694 -0.620
H: 0.134 -6.998 -2.799
C: 5.511 -2.186 6.613
O: 5.731 -0.782 6.440
H: 4.513 -2.306 7.029
H: 5.568 -2.711 5.660
H: 6.239 -2.613 7.301
H: 6.613 -0.673 6.075
C: 3.981 -2.604 -3.575
O: 4.001 -3.921 -4.119
H: 3.324 -2.000 -4.196
H: 3.591 -2.627 -2.554
H: 4.980 -2.162 -3.578
H: 4.576 -4.454 -3.562
C: 3.554 3.794 -9.564
O: 4.734 3.913 -8.773
H: 3.083 2.850 -9.302
H: 2.854 4.607 -9.355
H: 3.793 3.787 -10.631
H: 5.155 4.746 -8.998
C: -0.787 2.784 -5.972
O: 0.287 1.962 -5.522
H: -1.346 2.217 -6.714
H: -1.454 3.032 -5.139
H: -0.417 3.706 -6.424
H: 0.783 2.462 -4.863
C: 5.579 -5.942 7.013
O: 6.565 -5.045 6.496
H: 4.603 -5.479 6.888
H: 5.593 -6.889 6.471
H: 5.747 -6.133 8.072
H: 7.423 -5.460 6.610
C: -1.834 6.493 -6.300
O: -1.077 5.744 -7.248
H: -1.129 6.972 -5.626
H: -2.433 7.263 -6.793
H: -2.492 5.842 -5.718
H: -1.697 5.318 -7.845
C: -4.966 3.303 -6.433
O: -5.543 3.463 -5.147
H: -5.739 3.510 -7.171
H: -4.139 4.005 -6.586
H: -4.601 2.283 -6.583
H: -4.858 3.280 -4.494
C: -7.930 -2.588 7.783
O: -7.707 -1.310 7.184
H: -8.920 -2.923 7.498
H: -7.194 -3.316 7.432
H: -7.882 -2.522 8.873
H: -6.829 -1.016 7.441
C: -10.052 -5.901 7.211
O: -9.826 -5.114 8.376
H: -9.100 -6.004 6.697
H: -10.421 -6.896 7.472
H: -10.765 -5.418 6.538
H: -10.665 -5.019 8.834
C: 3.713 -6.256 10.098
O: 3.628 -7.241 9.071
H: 4.579 -5.634 9.889
H: 2.822 -5.623 10.112
H: 3.841 -6.719 11.080
H: 2.858 -7.783 9.260

Atoms 1-3, force components in eV/Å:
-0.4 0.8 -0.2
0.5 -0.8 0.5
-0.5 1.4 0.0